The following is a quantum chemistry calculation of 4 unconnected molecules or ions with the total composition C31H43B2N4O15P2S in a non-equilibrium geometry, from the OMol25 dataset.

```
! RIJCOSX wB97M-V def2-TZVPD def2/J DEFGRID3
* xyz -1 1
C -3.71475 0.69761 4.21349
C -2.30496 0.08732 3.83166
C -1.11184 1.13023 3.76009
C -0.51921 1.37115 2.31404
C 0.64779 2.44868 2.49405
C 0.08553 0.08527 1.61876
N 0.09416 -1.22031 2.34683
C 0.98274 -1.28032 3.20832
O 1.60081 -1.15958 4.18526
O 1.44456 0.30409 1.18508
B 1.79730 -0.35285 -0.07635
C 2.72683 0.42505 -1.17358
C 3.27487 1.83930 -0.69449
C 3.66208 2.65803 -2.01630
O 4.42555 1.80900 -2.89452
C 3.83491 1.69288 -4.18987
P 2.87968 -1.94404 0.40492
S 4.39134 -1.52503 1.59653
O 0.53049 -0.99033 -0.48607
C -0.54404 -0.27187 0.15340
B -1.92356 -1.11211 0.08931
O -1.84739 -2.40792 -0.52628
O -3.17091 -0.67378 0.54090
C -4.27298 -1.26182 -0.17062
P -0.83927 1.13602 -1.06245
O -2.26896 1.57619 -1.18774
O -0.38291 0.54865 -2.58097
O 0.09380 2.48401 -0.80374
H -4.31557 -0.15184 4.66922
H -3.67076 1.50213 4.98590
H -4.29665 0.99818 3.28965
H -2.39354 -0.53399 2.90445
H -2.04304 -0.63781 4.66554
H -0.23711 0.87817 4.43217
H -1.49740 2.14392 4.12509
H -1.32137 1.85101 1.67710
H 0.26457 3.38636 2.99498
H 1.10184 2.76304 1.52209
H 1.46603 2.02851 3.14539
H 2.25828 0.54143 -2.19000
H 3.64971 -0.21858 -1.32681
H 4.22160 1.70900 -0.10436
H 2.55634 2.41844 -0.06030
H 4.31938 3.55116 -1.77083
H 2.68021 2.99755 -2.46099
H 4.60895 1.57810 -5.01187
H 3.18349 2.56114 -4.48979
H 3.19353 0.77410 -4.23635
H 3.28820 -2.55819 -0.82948
H 2.00761 -2.91533 1.02761
H -1.37939 -3.02216 0.06708
H -5.10905 -0.49638 -0.14542
H -4.69571 -2.17329 0.35267
H -4.07641 -1.46929 -1.25351
H -0.77849 -0.34459 -2.66398
H 0.03365 3.10550 -1.55733
C -3.60345 -6.10035 -2.61983
C -3.14345 -5.30316 -1.57870
C -3.63203 -5.49023 -0.29264
C -4.57743 -6.48188 -0.06180
C -5.04788 -7.27817 -1.09811
C -4.55710 -7.08346 -2.38138
N -5.07846 -6.70021 1.29968
O -4.65976 -5.97264 2.18203
O -5.88387 -7.60140 1.47111
H -3.21598 -5.95542 -3.62238
H -2.40152 -4.53668 -1.76916
H -3.26737 -4.86357 0.51164
H -5.78809 -8.04847 -0.92221
H -4.91495 -7.70080 -3.19706
C 4.28306 0.73715 -10.51636
C 4.37969 -0.63836 -10.34274
C 4.06852 -1.20757 -9.11532
C 3.65772 -0.38966 -8.07129
C 3.56539 0.98609 -8.23318
C 3.88082 1.54889 -9.46261
N 3.30387 -0.98925 -6.77978
O 3.41471 -2.19817 -6.66610
O 2.91706 -0.24261 -5.89838
H 4.52152 1.17855 -11.47800
H 4.69519 -1.26785 -11.16649
H 4.14695 -2.28008 -8.99007
H 3.24992 1.62689 -7.41898
H 3.80956 2.62118 -9.60105
C 0.50209 4.97489 9.41481
C 0.02541 3.68003 9.25031
C -0.69770 3.34482 8.11380
C -0.93298 4.31375 7.14747
C -0.46701 5.61182 7.30656
C 0.25297 5.94069 8.44695
N -1.67485 3.95630 5.93405
O -2.08464 2.81197 5.83672
O -1.83525 4.82106 5.09011
H 1.07161 5.23248 10.30117
H 0.22065 2.93020 10.00774
H -1.06459 2.33303 7.99481
H -0.65300 6.37043 6.55675
H 0.62408 6.94995 8.58031
*
```

Summary:
Lowest unoccupied orbital energy   0.03484 hartree

Partial charges, Mulliken, in e:
1. C -1.1130
2. C 0.2614
3. C -0.6301
4. C 0.2839
5. C -1.2534
6. C 0.8801
7. N -0.3920
8. C 0.7298
9. O -0.4830
10. O -0.7689
11. B 0.8947
12. C -0.0085
13. C 0.0406
14. C -0.4258
15. O -0.3362
16. C -0.6002
17. P 0.0180
18. S -0.5261
19. O -0.8682
20. C -0.5345
21. B 0.9661
22. O -0.2732
23. O -0.4353
24. C -0.7260
25. P 0.9266
26. O -0.8232
27. O -0.5197
28. O -0.4584
29. H 0.3532
30. H 0.2414
31. H 0.2350
32. H -0.3234
33. H 0.2749
34. H 0.4152
35. H 0.1884
36. H 0.3861
37. H 0.3364
38. H -0.0998
39. H 0.3332
40. H -0.3146
41. H 0.3486
42. H 0.3243
43. H -0.3331
44. H 0.2971
45. H 0.1933
46. H 0.1924
47. H 0.2093
48. H 0.4814
49. H -0.0002
50. H -0.0552
51. H 0.2267
52. H 0.2394
53. H 0.2770
54. H 0.2437
55. H 0.3372
56. H 0.3407
57. C -0.6425
58. C -0.3173
59. C -0.2595
60. C -0.0661
61. C -0.4444
62. C -0.3414
63. N 1.0271
64. O -0.5991
65. O -0.6201
66. H 0.3920
67. H 0.4854
68. H 0.5633
69. H 0.4297
70. H 0.3649
71. C -0.3828
72. C -0.4135
73. C -0.4125
74. C 0.0043
75. C -0.0618
76. C -0.5512
77. N 0.9797
78. O -0.6095
79. O -0.6073
80. H 0.3641
81. H 0.3619
82. H 0.4311
83. H 0.4504
84. H 0.3717
85. C -0.3787
86. C -0.5740
87. C -0.1703
88. C 0.0875
89. C -0.3580
90. C -0.4429
91. N 1.0212
92. O -0.6099
93. O -0.6125
94. H 0.3673
95. H 0.3638
96. H 0.4336
97. H 0.4382
98. H 0.3637



The following is a quantum chemistry calculation of a molecular structure, C31H43Cl2N2PPd in a non-equilibrium geometry, from the OMol25 dataset.

```
! RIJCOSX wB97M-V def2-TZVPD def2/J DEFGRID3
* xyz 0 5
P -0.93927 0.85917 -3.46599
C 0.63594 0.10745 -3.94992
C 0.45804 -0.19021 -5.45765
C 1.68019 -0.87540 -6.08446
C 2.98217 -0.12659 -5.79559
C 3.14571 0.19051 -4.29848
C 1.93297 0.89081 -3.67343
C -1.08293 2.60266 -3.03752
C -1.37281 3.30067 -4.38408
C -1.74163 4.76839 -4.15614
C -0.63851 5.49776 -3.38696
C -0.27414 4.77699 -2.07667
C 0.05919 3.29404 -2.26676
C -2.40233 -0.21673 -3.30893
C -2.05219 -1.66547 -2.90633
C -3.28797 -2.55281 -3.11970
C -4.53665 -2.03608 -2.39333
C -4.76661 -0.52467 -2.52960
C -3.49051 0.30902 -2.35218
H 0.68457 -0.80294 -3.31333
H 0.29300 0.76781 -5.97438
H -0.43969 -0.79699 -5.64112
H 1.52564 -0.95585 -7.16602
H 1.75683 -1.89477 -5.68719
H 3.83494 -0.72703 -6.13684
H 3.01213 0.80478 -6.37721
H 3.31003 -0.75265 -3.76153
H 4.03685 0.81289 -4.15374
H 2.06883 0.97825 -2.58655
H 1.85143 1.90630 -4.08760
H -1.97034 2.64902 -2.36859
H -2.67614 4.81522 -3.58190
H -2.17197 2.78692 -4.93674
H -0.46692 3.24637 -5.00733
H -1.92619 5.25242 -5.11782
H -0.95008 6.52668 -3.17317
H 0.25440 5.56607 -4.02073
H 0.56514 5.28460 -1.58947
H -1.12872 4.84595 -1.39237
H 0.18698 2.78304 -1.30193
H 1.00237 3.19321 -2.81535
H -2.80052 -0.20983 -4.34676
H -1.21318 -2.06112 -3.49578
H -1.72154 -1.68595 -1.85472
H -3.49027 -2.58402 -4.19771
H -3.06253 -3.58064 -2.81212
H -4.43911 -2.27733 -1.32802
H -5.41730 -2.57143 -2.76779
H -5.53107 -0.19430 -1.81761
H -5.16324 -0.31693 -3.53180
H -3.72061 1.36187 -2.55611
H -3.10803 0.24872 -1.31992
Pd 0.93870 -0.46214 0.98273
Cl -1.18784 0.74878 0.56057
Cl 1.01041 -1.98377 -0.90156
C 2.24312 0.61754 0.11865
H 2.76125 0.07925 -0.69820
C 2.69215 1.87357 0.61051
C 1.72099 2.69379 1.24157
C 2.12508 3.85184 1.88839
C 3.47248 4.24741 1.87898
C 4.42524 3.46788 1.19613
C 4.05895 2.30574 0.53742
H 0.67596 2.37305 1.23853
H 1.39212 4.46032 2.42104
H 5.47249 3.78019 1.19368
H 4.78245 1.67279 0.01374
H 3.78496 5.16590 2.39292
N -2.06469 -0.22518 6.74497
C -1.41180 -0.74500 5.92159
C -0.59331 -1.39709 4.92806
C 0.11949 -2.56518 5.24187
C 0.87695 -3.19242 4.27032
C 0.94867 -2.60407 3.00460
N 0.35926 -1.43235 2.77057
C -0.47931 -0.86062 3.64592
H 0.06473 -2.96296 6.25058
H 1.42658 -4.11292 4.44752
H 1.50317 -3.03063 2.16322
H -1.02495 0.01903 3.29378
*
```

Summary:
Lowest unoccupied orbital energy (spin up / spin down)   -0.00267 / -0.05828 hartree

Partial charges, Mulliken, in e:
1. P -1.7202
2. C 1.1664
3. C -0.7921
4. C -0.8937
5. C -0.6937
6. C -0.8800
7. C -0.2111
8. C 0.7997
9. C -0.8984
10. C -0.8638
11. C -0.7079
12. C -0.7879
13. C -0.2339
14. C 0.6132
15. C -0.5898
16. C -0.9755
17. C -0.6460
18. C -0.9874
19. C -0.4889
20. H 0.0413
21. H 0.3498
22. H 0.4075
23. H 0.3832
24. H 0.3596
25. H 0.3676
26. H 0.3390
27. H 0.4043
28. H 0.4055
29. H -0.4139
30. H 0.4107
31. H 0.4895
32. H 0.3531
33. H 0.4262
34. H 0.3116
35. H 0.3829
36. H 0.3781
37. H 0.3341
38. H 0.4154
39. H 0.3960
40. H -0.3626
41. H 0.3526
42. H 0.5982
43. H 0.4681
44. H 0.1947
45. H 0.3553
46. H 0.3748
47. H 0.3232
48. H 0.3628
49. H 0.3918
50. H 0.3698
51. H 0.4385
52. H -0.0005
53. Pd -0.2333
54. Cl -0.6018
55. Cl -0.5204
56. C -1.2152
57. H 0.8113
58. C 1.6588
59. C -0.1683
60. C -0.7009
61. C -0.4693
62. C -0.3834
63. C -0.6315
64. H 0.1950
65. H 0.3875
66. H 0.3548
67. H 0.3978
68. H 0.3606
69. N -0.4887
70. C -0.0504
71. C 0.1393
72. C -0.1152
73. C -0.7643
74. C -0.0631
75. N -0.1777
76. C -0.1355
77. H 0.4786
78. H 0.3807
79. H 0.4048
80. H 0.5325



These records have E_tot values of -3685.2425 -2706.0551 Eh, in the order they appear.